(1)
ORCA calculation (ωB97M-V/def2-TZVPD) on one molecule with the formula C22H19N5O4.

Results
- SMILES string = COc1ccccc1-n1c(-c2cc(O)ccc2C)cn2c3c(=O)[nH]c(=O)n(C)c3nc12
- orbital gap (eV) = 8.5976
- HOMO level (eV) = -8.03
- energy relative to the best compared isomer or geometry (same formula, charge and spin) (kcal/mol) = 69.34

Each line ends with the Löwdin charge.
Atoms and positions in Å:
C  -0.95704  0.03974  3.78863  -0.0497
O  -1.21284  -0.28462  2.40227  -0.0790
C  -1.01155  -1.51215  1.93986  -0.2517
C  -1.68222  -2.62076  2.51070  0.0532
C  -1.57382  -3.95657  1.79522  -0.0720
C  -0.80229  -4.17170  0.69692  -0.1123
C  -0.13185  -3.03769  0.17637  0.0077
C  -0.25221  -1.73994  0.73427  -0.1413
N  0.30507  -0.69287  0.07943  0.1129
C  0.14175  -0.34711  -1.26856  -0.1479
C  -0.80452  -0.90985  -2.26798  -0.1390
C  -0.19500  -1.74051  -3.25428  0.0341
C  -0.85477  -2.06361  -4.45210  -0.2460
O  -0.19742  -2.84648  -5.48715  -0.0022
C  -2.24028  -1.77881  -4.47304  -0.0369
C  -2.84915  -0.94835  -3.54152  -0.0293
C  -2.13539  -0.43872  -2.38495  -0.2020
C  -2.71772  0.60516  -1.46551  -0.0372
C  0.72713  0.85751  -1.53782  0.0269
N  1.28181  1.22242  -0.40573  0.0423
C  1.92089  2.30335  0.05854  -0.0542
C  2.32395  3.60926  -0.50705  -0.4665
O  2.36405  3.82189  -1.66145  0.1180
N  2.72658  4.54437  0.35441  0.2046
C  3.08560  4.21401  1.65569  -0.4222
O  3.61629  5.15568  2.30347  0.0287
N  2.59423  3.07953  2.24650  0.0038
C  3.04222  2.50865  3.54298  0.0173
C  2.05960  2.12200  1.41280  -0.1560
N  1.53128  0.81808  1.75826  0.2146
C  1.05263  0.38345  0.66379  -0.2236
H  0.01892  -0.13123  4.05044  0.0487
H  -1.56366  -0.36073  4.65230  0.1086
H  -1.06754  1.09643  3.85990  0.0787
H  -2.41191  -2.55598  3.33602  0.1113
H  -2.09523  -4.83466  2.03852  0.0729
H  -0.78311  -5.19327  0.22999  0.1237
H  0.34293  -3.25187  -0.80816  0.1177
H  0.80174  -2.12520  -3.03316  0.1248
H  -0.43938  -2.44429  -6.33128  0.0909
H  -2.83152  -2.21839  -5.33442  0.1322
H  -3.89652  -0.66397  -3.52366  0.1044
H  -2.16065  1.55999  -1.64317  0.0940
H  -2.58848  0.23968  -0.36682  0.1123
H  -3.78400  0.80707  -1.57901  0.0705
H  0.62236  1.51744  -2.40254  0.1620
H  3.42821  5.13507  -0.08827  0.1803
H  3.81383  1.82644  3.34259  0.0781
H  2.07209  2.13318  3.90614  0.0907
H  3.36689  3.26887  4.28159  0.1033

(2)
ORCA calculation (ωB97M-V/def2-TZVPD) on an isolated ion of composition C6H6Cl2IN2 and charge +1.

Results
- SMILES string = C/C(Cl)=C(/Cl)c1[nH]c[nH+]c1I
- orbital gap (eV) = 8.4597
- charge = +1
- HOMO level (eV) = -12.62

Each line ends with the Löwdin charge.
Atoms and positions in Å:
C  1.71666  -1.05234  0.77521  -0.1044
C  2.09050  0.01878  -0.35337  -0.6297
Cl  3.84048  0.25085  -0.78221  0.6142
C  1.06626  0.75972  -1.04214  -0.6217
Cl  1.43712  1.97088  -2.35281  0.5899
C  -0.43018  0.39254  -0.56833  -0.2146
N  -1.33370  -0.60452  -1.11040  0.1491
C  -2.48138  -0.50440  -0.25176  0.0133
N  -2.31246  0.51707  0.76840  0.0553
C  -1.00249  1.14686  0.64624  -0.5938
I  -0.00370  2.67424  1.79930  0.9457
H  2.66541  -1.19914  1.42121  0.0955
H  1.34128  -2.02842  0.30977  0.0965
H  0.91076  -0.67849  1.51564  0.0764
H  -1.10986  -1.22140  -1.90191  0.1864
H  -3.39186  -1.18766  -0.38506  0.1682
H  -3.00285  0.74543  1.51220  0.1736

(3)
ORCA calculation (ωB97M-V/def2-TZVPD) on a 2-piece molecular cluster, C2H3FO3S overall.

Results
- orbital gap (eV) = 10.4644
- HOMO level (eV) = -11.71
- energy relative to the best compared isomer or geometry (same formula, charge and spin) (kcal/mol) = 0.00

Each line ends with the Löwdin charge.
Atoms and positions in Å:
C  1.11869  0.20189  -0.12393  -0.0091
C  0.70190  -1.16836  0.18184  -0.5015
O  -1.74925  1.37211  1.02502  -0.4371
O  -1.80822  0.73215  -1.26312  -0.4252
O  1.16372  -2.23961  -0.11127  0.1503
F  -0.51950  -1.13762  0.80647  -0.0231
S  -2.34099  0.46875  0.02713  0.9135
H  0.59050  0.57815  -1.15193  0.1466
H  2.17428  0.29233  -0.10982  0.0680
H  0.66887  0.90021  0.71961  0.1175